# 1
Density functional theory data (the ωB97M-V functional and the def2-TZVPD basis) for a 10-piece molecular cluster, H20O10 overall.

Structure (XYZ):
```
30
Properties=species:S:1:pos:R:3:forces:R:3
O 0.302 -0.407 0.296 0.1764 1.5101 0.7181
H -0.456 -0.112 -0.218 -0.3041 -0.5818 -0.3341
H 0.512 0.464 0.725 0.3158 -1.0957 -0.2769
O 3.612 1.735 -0.327 2.3750 0.4638 -0.9971
H 4.398 2.000 0.180 0.1240 -0.0878 -0.7730
H 3.021 1.693 0.381 -2.2753 -0.3201 1.4534
O 1.690 1.632 1.653 0.0405 -0.1543 0.1515
H 1.596 2.465 2.098 -0.3792 0.9717 0.0127
H 2.042 1.103 2.365 0.1908 -0.7300 0.2416
O -2.181 0.616 -0.568 -0.4861 0.6733 -0.1920
H -3.142 0.701 -0.617 -0.1002 -0.4657 0.1186
H -1.911 1.538 -0.631 0.3792 0.1935 -0.3970
O 0.941 -2.700 2.031 0.2644 -0.9136 -0.7958
H 1.353 -1.899 1.744 0.3475 0.7639 -0.5699
H 0.770 -2.567 2.942 -0.3570 0.0513 1.4219
O -2.103 1.818 2.086 -0.0389 0.7378 -0.3152
H -1.958 1.566 1.162 -0.0690 -0.3985 0.5207
H -2.378 2.747 2.021 0.0953 -0.3790 0.2475
O 0.219 1.441 -2.148 -1.9728 0.0083 0.6735
H 0.638 1.733 -2.934 1.3528 0.4116 -1.0903
H -0.695 1.367 -2.489 0.4845 -0.2757 0.4564
O -1.788 -2.022 -1.946 0.0083 -0.2726 -1.6614
H -2.189 -1.210 -2.244 -0.0650 0.2931 -0.3482
H -1.803 -1.948 -1.012 -0.0577 -0.2545 1.9198
O 1.122 -1.185 -2.586 0.7215 -0.8369 -1.0911
H 0.767 -0.623 -1.924 -0.3456 1.0656 0.9542
H 0.927 -2.057 -2.246 -0.1177 -0.3326 -0.0989
O -1.490 -2.579 0.763 -3.3270 -0.8369 -0.5825
H -0.994 -3.312 0.467 0.6480 -1.5714 -0.4245
H -0.823 -1.996 0.976 2.3717 2.3630 1.0582
```
Positions in Å, forces in eV/Å.

Results
Max |F| ... 3.5 eV Å⁻¹
SMILES string ... O.O.O.O.O.O.O.O.O.O
ΔE to the lowest compared entry with this formula, charge and spin ... 327.6 kJ/mol
Lowest unoccupied orbital energy ... -0.3277 eV
Orbital gap ... 9.610 eV
Total charge ... 0


# 2
Density functional theory data (the ωB97M-V functional and the def2-TZVPD basis) for a 10-piece molecular cluster, H20O10 overall.

Structure (XYZ):
```
30
Properties=species:S:1:pos:R:3:forces:R:3
O 2.130 -2.081 1.701 -0.0334 0.3582 0.0995
H 1.720 -2.892 1.402 -0.2613 -0.2514 -0.0767
H 3.019 -2.117 1.349 0.2128 -0.0332 -0.0677
O 1.049 2.388 1.114 -0.1196 0.0891 0.3078
H 1.105 2.387 0.159 0.0065 0.1628 -0.4051
H 1.899 2.721 1.404 0.2306 0.1441 0.1807
O -1.751 -2.164 1.033 -0.0018 -0.6759 -0.0458
H -2.538 -1.689 0.767 -0.1475 0.2897 0.1782
H -1.106 -1.479 1.212 0.1383 0.3567 -0.1112
O 0.286 0.064 -0.157 -0.4924 0.1526 -0.3038
H 0.420 0.719 0.529 0.0756 -0.0788 0.4937
H 1.075 -0.478 -0.129 0.3783 -0.3963 -0.1227
O -2.593 -0.270 -1.765 -0.1662 0.3774 -0.4540
H -2.444 0.247 -0.973 -0.0554 -0.1784 0.4161
H -2.579 -1.178 -1.465 0.2273 -0.3135 0.0601
O -0.311 1.552 -2.860 0.0497 0.3173 -0.3249
H 0.421 1.687 -2.258 0.2107 -0.2239 0.0984
H -1.072 1.441 -2.291 -0.2817 -0.2539 0.0561
O -0.784 0.707 3.368 -0.0369 -0.1362 0.2249
H -1.157 1.447 3.846 -0.1107 0.2291 0.3421
H 0.127 0.956 3.213 0.3379 0.0085 -0.1694
O -0.133 -1.545 -3.399 0.2632 -0.5273 -0.0259
H -0.391 -0.760 -2.914 -0.0991 0.4618 0.1558
H -0.742 -1.582 -4.136 -0.1240 0.0446 -0.1384
O -2.490 0.782 1.311 -0.8732 0.0109 -0.8682
H -2.063 1.362 0.680 0.0961 0.2882 -0.0009
H -1.923 0.807 2.082 0.5580 -0.2398 0.4457
O 3.310 -0.348 -1.193 -0.2973 0.0264 0.0214
H 3.980 -1.020 -1.068 0.1947 -0.2213 -0.1093
H 3.536 0.335 -0.561 0.1206 0.2123 0.1433
```
Positions in Å, forces in eV/Å.

Results
Max |F| ... 1.2 eV Å⁻¹
SMILES string ... O.O.O.O.O.O.O.O.O.O
ΔE to the lowest compared entry with this formula, charge and spin ... 286.2 kJ/mol
Lowest unoccupied orbital energy ... -0.4531 eV
Orbital gap ... 9.865 eV
Total charge ... 0


# 3
Density functional theory data (the ωB97M-V functional and the def2-TZVPD basis) for a 10-piece molecular cluster, H20O10 overall.

Structure (XYZ):
```
30
Properties=species:S:1:pos:R:3:forces:R:3
O 8.554 3.851 -7.177 -0.2369 0.0424 0.0598
H 8.920 3.463 -7.980 -0.0804 0.0161 0.0380
H 7.747 4.314 -7.469 0.3041 -0.3095 -0.0748
O 5.932 4.186 -8.241 -0.1044 0.0972 0.0534
H 5.466 3.413 -7.892 0.2016 0.1362 0.0859
H 5.525 4.361 -9.102 0.1301 -0.1286 0.1594
O 6.500 0.089 -8.374 -0.2825 0.4450 0.1746
H 6.438 0.799 -7.697 0.1731 -0.6401 -0.2322
H 5.605 -0.026 -8.709 0.1085 0.0032 0.0272
O 4.025 1.758 -5.083 0.0477 -0.1578 0.1522
H 4.287 1.595 -5.997 -0.0769 0.0949 0.0604
H 4.247 0.946 -4.612 -0.0815 0.0472 -0.0899
O 2.829 2.844 -8.006 0.4408 0.0169 -0.0614
H 3.372 3.336 -8.647 -0.5490 -0.1216 0.1372
H 2.183 2.364 -8.533 0.0420 0.0645 0.0147
O 7.164 6.973 -6.741 -0.0852 -0.0100 -0.0865
H 6.529 6.924 -6.018 0.0584 -0.0234 -0.0674
H 6.858 6.313 -7.374 -0.1173 0.0099 0.0854
O 7.793 3.695 -11.767 -0.3182 0.1512 0.2113
H 7.334 4.367 -11.227 0.3461 -0.2264 -0.3304
H 7.552 3.897 -12.677 0.0754 0.0000 0.0551
O 3.985 4.034 -10.342 0.0648 -0.0470 -0.4020
H 4.144 4.850 -10.826 -0.1508 0.0664 0.0444
H 3.982 3.341 -11.015 0.0937 0.0270 0.1113
O 6.788 1.769 -6.180 0.1775 0.4063 0.0553
H 7.437 2.476 -6.362 0.0888 -0.1085 -0.0931
H 6.642 1.795 -5.229 -0.1560 0.0017 -0.1233
O 6.616 6.077 -10.656 -0.2475 0.1188 -0.0715
H 5.998 6.363 -11.339 0.1852 0.1498 0.0375
H 7.252 6.801 -10.575 -0.0510 -0.1217 0.0694
```
Positions in Å, forces in eV/Å.

Results
Max |F| ... 0.7 eV Å⁻¹
SMILES string ... O.O.O.O.O.O.O.O.O.O
ΔE to the lowest compared entry with this formula, charge and spin ... 248.3 kJ/mol
Lowest unoccupied orbital energy ... -0.5822 eV
Orbital gap ... 10.091 eV
Total charge ... 0


# 4
Density functional theory data (the ωB97M-V functional and the def2-TZVPD basis) for a 10-piece molecular cluster, H20O10 overall.

Structure (XYZ):
```
30
Properties=species:S:1:pos:R:3:forces:R:3
H 0.287 0.051 1.164 0.5217 -0.3469 -0.3857
H -0.606 -0.829 2.024 0.1221 -0.4594 -0.1541
H -4.614 -0.057 -1.902 0.1329 0.0809 -0.1958
H -3.897 0.133 -0.575 0.0739 0.3403 0.1092
H 4.002 0.401 2.652 0.0352 0.0072 0.0685
H 5.390 0.572 2.056 0.0036 0.0034 0.1070
H -1.736 1.813 3.428 -0.1094 -0.0346 0.4709
H -1.728 0.429 2.801 -0.4114 0.0183 0.0441
H 0.862 2.515 1.243 0.1602 -0.0467 -0.1795
H -0.178 1.513 1.718 -0.1316 0.4590 0.1607
H 1.991 -1.098 -0.133 -0.1174 -0.0766 -0.1077
H 0.595 -1.467 -0.606 0.1201 -0.2578 0.1032
H 0.556 -3.957 -1.766 0.1136 0.2524 -0.0132
H -0.928 -3.641 -1.856 0.0506 -0.0094 -0.0855
H -0.567 0.732 -3.375 0.0423 -0.0463 0.1267
H -1.460 0.953 -2.165 -0.1744 -0.0124 -0.1891
H -2.456 1.776 1.065 -0.4215 -0.2441 0.0780
H -1.982 0.782 0.018 -0.0991 -0.0925 -0.2344
H 2.419 0.316 -2.783 -0.0892 -0.0356 0.0454
H 3.661 -0.544 -2.616 0.0201 0.0168 -0.1813
O 0.039 -0.869 1.309 -0.6838 -0.3656 0.4479
O -3.877 0.414 -1.497 -0.4038 -0.4432 -0.4603
O 4.910 0.622 2.890 -0.0691 -0.0097 -0.1829
O -2.305 1.180 2.977 0.6568 0.5393 1.1291
O 0.755 1.588 1.487 -0.0821 0.7516 0.2438
O 1.521 -1.495 -0.874 -0.5902 -0.4700 1.0128
O -0.071 -3.374 -2.207 -0.3800 -0.2581 0.0229
O -0.607 1.206 -2.537 -0.0299 0.0485 0.0465
O -2.676 0.925 0.670 0.6563 -0.0032 -0.7496
O 2.698 -0.590 -2.610 1.0835 0.6945 -1.0975
```
Positions in Å, forces in eV/Å.

Results
Max |F| ... 1.7 eV Å⁻¹
SMILES string ... O.O.O.O.O.O.O.O.O.O
ΔE to the lowest compared entry with this formula, charge and spin ... 461.3 kJ/mol
Lowest unoccupied orbital energy ... -0.2432 eV
Orbital gap ... 9.180 eV
Total charge ... 0